An isolated molecule of C6H9NO2 at a distorted geometry, computed with ωB97M-V/def2-TZVPD.

For the HOMO-LUMO gap, the calculation gives 9.44 eV. The energy relative to the best compared isomer or geometry (same formula, charge and spin) is 480.26 kJ/mol.

ORCA input file:
```
! RIJCOSX wB97M-V def2-TZVPD def2/J DEFGRID3
* xyz 0 1
C -2.0694 -0.2192 1.3223
C -1.8315 -0.0914 -0.2330
C -0.3254 0.4556 -0.3246
C 2.0353 0.2790 -0.2187
C 2.4256 1.5094 -0.8850
C 0.7312 -1.6611 -0.1848
H -1.7074 0.8907 1.8408
H -3.1548 -0.2814 1.7156
H -1.6506 -1.3428 1.3835
H -2.1405 -0.9680 -0.8601
H -2.4593 0.8047 -0.5787
H 2.8163 -0.4866 -0.2359
H 3.5560 1.8136 -0.6948
H 1.8224 2.5525 -1.2911
H 1.7935 -2.3244 -0.1948
N 0.8365 -0.2659 -0.3807
O -0.3552 1.6329 -0.3279
O -0.3227 -2.2978 0.1480
*
```

Just the Löwdin charges please, in e? Sure, here they are:
1. C -0.1297
2. C -0.1792
3. C -0.4390
4. C -0.1791
5. C 0.0377
6. C -0.1546
7. H 0.1495
8. H 0.0680
9. H 0.0906
10. H 0.1072
11. H 0.1185
12. H 0.0987
13. H 0.0666
14. H 0.1288
15. H 0.1929
16. N -0.0424
17. O 0.0938
18. O -0.0284